(1)
# C11H8BrNOS2Sn

A molecular structure, C11H8BrNOS2Sn (ωB97M-V/def2-TZVPD, the OMol25 dataset).

Geometry as XYZ:
```
25
Properties=species:S:1:pos:R:3:forces:R:3
Sn -0.70182 0.09324 0.00012 -0.4592 -0.2069 0.0000
O 6.26057 2.05134 -0.00001 0.1191 0.1583 0.0000
C 5.00250 1.57715 0.00000 -0.3667 -0.0904 0.0000
C 4.69122 0.21994 0.00000 0.1425 -0.1170 0.0000
C 3.36151 -0.15017 0.00000 -0.0613 0.1333 0.0001
N 2.35540 0.72495 0.00000 0.0309 0.1488 0.0000
C 2.67334 2.00547 0.00000 0.0676 -0.2483 -0.0001
Br 1.23686 3.25107 0.00000 0.1210 0.1223 0.0000
C 3.96135 2.50020 0.00000 0.1930 0.0933 0.0000
H 6.89992 1.33208 -0.00001 -0.0127 -0.0805 0.0000
H 5.46994 -0.53304 0.00000 -0.0065 0.0078 0.0000
H 3.06799 -1.19395 0.00001 0.0970 -0.0163 0.0000
H 4.16903 3.55992 -0.00001 -0.0215 -0.0043 0.0000
S -3.12793 -0.25607 0.00002 0.1372 -0.1516 0.0000
C -3.29036 -2.01126 0.00000 -0.0303 0.1942 0.0002
C -4.58758 -2.53250 -0.00002 -0.0214 -0.0850 -0.0004
C -4.80310 -3.89609 -0.00009 -0.0299 0.0706 0.0006
C -3.71809 -4.76640 -0.00003 0.0384 -0.0444 -0.0006
C -2.43187 -4.26470 -0.00001 -0.0274 -0.0890 0.0001
C -2.20087 -2.88716 0.00001 0.1326 0.1223 0.0000
S -0.52228 -2.33929 0.00004 -0.0333 0.1005 0.0000
H -5.41948 -1.84034 -0.00002 -0.0264 -0.0353 0.0000
H -5.81326 -4.28441 -0.00010 -0.0003 0.0147 -0.0001
H -3.88003 -5.83647 -0.00011 0.0223 0.0014 0.0002
H -1.58375 -4.93732 0.00000 -0.0046 0.0016 0.0000
```
Positions in Å, forces in eV/Å.

charge = 0
lowest unoccupied orbital energy = -0.4 eV
gap between HOMO and LUMO = 7.64 eV

These are the Löwdin partial charges, in e, on atoms 1 to 6: Sn 0.6349; O 0.0884; C -0.3131; C 0.0001; C -0.1271; N -0.0456


(2)
# C2H7N3O2

2 unconnected molecules or ions with the total composition C2H7N3O2 in a non-equilibrium geometry (ωB97M-V/def2-TZVPD, the OMol25 dataset).

Geometry as XYZ:
```
14
Properties=species:S:1:pos:R:3:forces:R:3
C 0.61462 0.09030 1.27017 0.0433 -3.2026 0.3453
C 0.48350 -0.08344 -0.26316 -2.1616 1.8853 0.9274
N 0.73440 -1.32236 -0.80830 -0.6581 0.2417 -0.6539
N 0.57348 1.09117 -1.06354 2.2271 -2.2409 3.3570
N -1.50503 0.18624 0.09588 3.7033 -1.0938 -1.5517
O -2.10219 -0.66631 0.62534 -2.3886 -3.4743 2.1607
O -1.97476 1.20430 -0.25412 -1.5451 3.7391 -1.1947
H 1.64406 -0.07744 1.64168 -0.3023 1.0604 -0.2684
H 0.06220 -0.76710 1.86926 0.8129 1.2896 -1.7952
H 0.01045 0.92625 1.56129 0.7263 0.9500 0.3551
H 0.42298 -2.14514 -0.25407 0.2851 1.1892 -0.5949
H 0.47938 -1.37240 -1.81337 0.3231 -0.2510 1.1334
H 0.33102 1.02296 -1.98803 -0.7611 -0.3345 -2.4542
H 0.22588 1.91296 -0.61905 -0.3044 0.2419 0.2343
```
Positions in Å, forces in eV/Å.

charge = 0
lowest unoccupied orbital energy = 0.6 eV
gap between HOMO and LUMO = 8.77 eV
relative energy (zero: lowest compared OMol25 entry of this formula, charge and spin) = 113.5 kcal/mol

These are the Löwdin partial charges, in e, on atoms 1 to 6: C -0.0437; C -0.4163; N 0.1255; N 0.1277; N -0.4652; O 0.0046


(3)
# C25H34N2O2PPbSe

A molecular structure, C25H34N2O2PPbSe (ωB97M-V/def2-TZVPD, the OMol25 dataset).

Geometry as XYZ:
```
66
Properties=species:S:1:pos:R:3:forces:R:3
Pb 2.31758 -0.07038 0.65152 0.4984 -0.0832 0.1323
C -0.11864 -3.80515 -2.23149 0.0252 -0.0104 0.0002
C 0.83348 -2.73585 -1.70241 -0.0332 0.0235 -0.0688
C 1.26262 -1.77097 -2.81079 -0.0345 -0.0278 -0.0235
P 0.23388 -1.75324 -0.27125 -0.1279 -0.0648 -0.0101
C -0.52403 -2.91604 0.93558 0.1512 0.0514 0.0613
C -1.20691 -2.14341 2.06572 -0.0163 -0.0827 -0.0318
C 0.57252 -3.85436 1.45449 -0.0754 -0.0302 -0.0092
C -1.22231 -0.82184 -0.91183 -0.0161 -0.2060 0.0656
C -2.41882 -1.43774 -1.20741 -0.2513 0.0385 -0.0384
C -3.56043 -0.71496 -1.59393 0.1141 -0.0063 0.0419
C -4.82891 -1.42397 -1.94884 0.0131 0.0479 -0.0218
C -3.48743 0.68565 -1.66425 0.0773 -0.1307 0.0513
C -2.32218 1.33208 -1.34111 0.2148 -0.0694 -0.1076
C -1.17098 0.58914 -0.96368 -0.1872 0.0622 0.0542
N 0.03126 1.18090 -0.79908 -0.0913 0.3193 -0.4562
C 0.20678 2.42464 -0.40493 -0.0698 -0.1654 0.2481
C 1.37203 3.08142 -0.96581 0.0546 0.1031 0.0287
C 2.18701 2.38324 -2.00473 -0.0250 0.0659 -0.0287
C 1.61776 4.37923 -0.61279 0.0684 -0.0312 -0.0586
C 0.82909 5.03487 0.34665 -0.0417 0.0422 0.0340
C 1.14837 6.44081 0.73055 -0.0340 -0.0481 0.0060
C -0.22431 4.34982 0.97342 -0.0349 0.0237 0.0182
C -0.57992 3.06892 0.63352 -0.1234 0.0620 0.0565
C -1.54748 2.33045 1.52404 0.0671 -0.0253 -0.0383
H 0.41428 -4.41419 -2.96397 -0.0237 0.0106 0.0038
H -0.97464 -3.36131 -2.74407 -0.0097 -0.0012 0.0248
H -0.47975 -4.47941 -1.45291 0.0159 0.0306 -0.0180
H 1.73080 -3.21296 -1.29901 0.0252 0.0034 -0.0198
H 0.39818 -1.24364 -3.22639 0.0306 -0.0075 0.0082
H 1.73307 -2.33070 -3.61978 0.0005 0.0050 0.0025
H 1.99178 -1.04150 -2.45517 -0.0089 -0.0167 -0.0005
H -1.27167 -3.50388 0.40152 -0.0625 -0.0521 -0.0456
H -0.50223 -1.49829 2.58770 0.0321 0.0194 0.0159
H -1.62006 -2.84916 2.78833 0.0084 0.0161 -0.0012
H -2.02743 -1.51966 1.70479 0.0008 -0.0219 -0.0147
H 1.34507 -3.30102 1.98772 0.0142 0.0239 -0.0006
H 1.05087 -4.41692 0.65097 -0.0278 0.0058 0.0089
H 0.13031 -4.57490 2.14483 0.0071 0.0088 -0.0097
H -2.50306 -2.51294 -1.13433 -0.0068 -0.0528 0.0154
H -4.80484 -2.47091 -1.65421 0.0061 0.0137 0.0025
H -4.99063 -1.37860 -3.02916 0.0091 -0.0052 0.0150
H -5.68576 -0.94015 -1.47818 0.0057 -0.0176 -0.0027
H -4.35113 1.25190 -1.99088 0.0181 -0.0131 0.0115
H -2.23272 2.40547 -1.45296 -0.0102 0.0081 0.0049
H 2.47977 1.38778 -1.66426 -0.0053 0.0690 -0.1203
H 3.07980 2.95658 -2.24323 0.0021 -0.0047 0.0183
H 1.61168 2.24179 -2.92165 0.0005 0.0038 0.0096
H 2.44156 4.91012 -1.07502 -0.0250 0.0113 0.0195
H 1.36506 7.04344 -0.15176 0.0117 -0.0130 0.0003
H 2.04755 6.45321 1.35404 -0.0023 -0.0176 -0.0139
H 0.34014 6.90189 1.29330 0.0050 -0.0079 0.0025
H -0.75821 4.84154 1.77805 0.0295 0.0159 -0.0287
H -2.14276 3.04409 2.08987 0.0277 0.0243 0.0082
H -0.97144 1.73235 2.24025 0.0816 0.0481 -0.0267
H -2.22567 1.66023 1.00965 0.0155 0.0729 0.0570
Se 5.69872 -3.42861 -1.35601 -0.0625 -0.0241 0.0106
C 4.41617 -2.38617 -0.76768 -0.0741 0.1662 -0.0182
N 3.54168 -1.67936 -0.41216 0.0930 -0.2809 0.0903
C 1.74992 -0.68637 4.82526 0.0026 -0.0623 0.0027
C 1.73623 -0.44962 3.34355 0.0392 -0.0769 0.0130
O 1.11473 0.51776 2.84991 -0.2030 0.0004 0.0592
O 2.39750 -1.26381 2.60037 -0.0927 0.2546 0.0023
H 2.72599 -0.39097 5.21259 0.0015 -0.0151 0.0011
H 1.62262 -1.74732 5.03540 0.0153 0.0153 0.0003
H 0.97846 -0.09903 5.31353 -0.0063 0.0055 0.0071
```
Positions in Å, forces in eV/Å.

charge = +1
lowest unoccupied orbital energy (alpha / beta) = -6.4 / -6.4 eV
gap between HOMO and LUMO (alpha / beta) = 3.13 / 3.13 eV
relative energy (zero: lowest compared OMol25 entry of this formula, charge and spin) = 0.0 kcal/mol

These are the Löwdin partial charges, in e, on atoms 1 to 6: Pb 1.3221; C -0.0904; C -0.5427; C -0.1093; P 1.0295; C -0.5327


(4)
# C21H24ClF3MnN2O4P2S2

A molecular structure, C21H24ClF3MnN2O4P2S2 (ωB97M-V/def2-TZVPD, the OMol25 dataset).

Geometry as XYZ:
```
60
Properties=species:S:1:pos:R:3:forces:R:3
Mn -0.23800 0.11898 0.63200 0.6623 0.0649 0.1319
O 0.00997 0.48488 -1.29835 -0.3174 -0.2656 -0.1779
N -0.85323 1.30472 -1.89918 -0.0276 0.1304 0.1357
C -0.53745 1.69272 -3.15514 0.0091 -0.0059 0.0148
C -1.34871 2.53308 -3.86005 0.0071 -0.0046 -0.0004
C -2.52240 2.99414 -3.25359 -0.0105 -0.0005 0.0013
C -2.82083 2.59676 -1.97759 -0.0074 0.0166 -0.0052
C -1.96971 1.73781 -1.26022 0.0440 -0.0673 -0.0252
S -2.27512 1.21993 0.34393 0.0883 0.0328 -0.0548
H 0.39556 1.28669 -3.51339 -0.0035 0.0032 -0.0148
H -1.06569 2.83045 -4.85838 0.0018 -0.0012 0.0004
H -3.18534 3.66463 -3.78327 0.0017 0.0019 0.0015
H -3.71159 2.94054 -1.47212 0.0021 0.0005 0.0028
C -2.40728 -2.42975 -0.42577 0.0152 -0.0528 -0.0190
P -0.93888 -2.08637 0.60001 -0.0539 0.1758 -0.2156
C -1.30042 -3.04685 2.11851 -0.0347 0.0454 0.0368
C 0.36857 -3.14169 -0.12636 -0.0783 -0.0780 0.0069
C 0.12639 -4.44865 -0.55109 0.0185 0.0119 0.0103
C 1.16250 -5.23220 -1.02671 0.0063 0.0079 -0.0007
C 2.45616 -4.72162 -1.06714 -0.0094 -0.0091 0.0013
C 2.70114 -3.42598 -0.64867 0.0006 0.0074 0.0020
C 1.65948 -2.62281 -0.18451 0.0536 0.0260 -0.0525
P 1.86572 -0.88106 0.32966 -0.1083 0.0052 0.1926
C 3.00615 -0.99180 1.74985 0.0307 -0.0622 -0.0028
C 2.93420 -0.15420 -0.94498 0.0136 0.0266 0.0279
H -2.71760 -3.47452 -0.38677 0.0119 -0.0001 -0.0121
H -2.18783 -2.15222 -1.45709 0.0062 0.0147 0.0041
H -3.22257 -1.79514 -0.07706 0.0080 -0.0002 0.0176
H -1.28246 -4.11327 1.89368 -0.0184 -0.0032 0.0033
H -2.28251 -2.79208 2.51709 -0.0011 0.0459 0.0060
H -0.54994 -2.83311 2.88014 0.0080 -0.0071 -0.0046
H -0.87622 -4.85823 -0.51292 0.0019 -0.0013 0.0014
H 0.96678 -6.24194 -1.36366 0.0040 -0.0020 0.0017
H 3.26982 -5.33629 -1.42986 -0.0006 0.0002 -0.0026
H 3.71126 -3.03576 -0.68819 -0.0010 0.0042 -0.0042
H 3.90285 -1.56006 1.49760 -0.0010 0.0037 0.0011
H 2.50484 -1.47189 2.59115 0.0203 0.0036 0.0134
H 3.30357 0.01992 2.03126 -0.0065 0.0056 -0.0153
H 3.72924 -0.84005 -1.23733 0.0245 0.0156 0.0177
H 3.36975 0.75792 -0.53380 -0.0293 0.0171 -0.0090
H 2.32441 0.10536 -1.80561 -0.0042 -0.0164 -0.0402
F 0.18566 4.18710 -0.37687 -0.0058 0.0107 0.0026
C 1.51034 4.00400 -0.32311 0.0142 -0.0252 0.0063
F 2.09834 5.19920 -0.28092 0.0045 -0.0025 0.0059
F 1.88195 3.39560 -1.46136 -0.0074 0.0031 0.0033
S 1.96946 2.97253 1.13029 -0.0247 0.0817 -0.0007
O 3.38002 2.72385 0.96825 -0.0100 -0.0128 -0.0073
O 1.56007 3.72453 2.28331 -0.0080 0.0110 -0.0213
O 1.15741 1.78056 0.87371 -0.2837 -0.1280 0.0729
Cl -3.56865 -0.25792 5.16290 -0.0001 0.0004 0.0062
C -1.98735 0.13536 4.58205 0.0073 -0.0066 -0.0022
C -1.01765 0.63369 5.43432 -0.0071 -0.0074 -0.0014
C 0.21859 0.92672 4.89066 0.0244 -0.0006 -0.0168
C 0.44077 0.70520 3.54202 -0.0223 -0.0973 0.0013
N -0.49892 0.21978 2.72448 -0.0161 -0.0089 -0.0483
C -1.70033 -0.04902 3.24409 -0.0066 0.0929 0.0544
H -1.23415 0.79055 6.48187 0.0032 0.0051 -0.0009
H 1.01409 1.33542 5.49684 -0.0058 0.0031 0.0076
H 1.39277 0.93198 3.09268 0.0272 0.0365 -0.0138
H -2.46871 -0.39210 2.56634 -0.0094 -0.0454 -0.0229
```
Positions in Å, forces in eV/Å.

charge = 0
lowest unoccupied orbital energy (alpha / beta) = 0.3 / 0.3 eV
gap between HOMO and LUMO (alpha / beta) = 7.97 / 7.99 eV
relative energy (zero: lowest compared OMol25 entry of this formula, charge and spin) = 0.0 kcal/mol
spin multiplicity = 2

These are the Löwdin partial charges, in e, on atoms 1 to 6: Mn 0.0423; O -0.2743; N -0.1674; C -0.0195; C -0.0542; C -0.0654